DFT (ωB97M-V with the def2-TZVPD basis set) results for a molecular structure, C26H39N2O7PScSeSi.

Calculated values
- 2S+1: 1
- Electronic energy: -5443.78800 Eh
- Total charge: -1

Last column: Mulliken charge in e.
Element x y z (Å)
Se 2.107 -0.690 1.348  -0.664
Sc 1.009 0.979 -0.298  -0.438
P -2.085 -0.208 -0.318  -0.584
Si 2.226 -2.851 0.621  0.746
O 5.390 0.448 -1.757  -0.555
O -0.654 0.116 0.087  1.750
O -2.972 -0.401 1.007  -0.253
O -0.040 2.413 -1.262  -0.803
O -1.877 -1.702 -0.930  0.740
O -2.828 0.688 -1.217  -0.893
O 2.792 1.334 -1.000  -0.780
N 1.388 2.734 0.785  0.449
N 0.251 3.538 0.728  -0.886
C -1.718 5.391 -0.036  -0.488
C -1.576 4.159 -0.673  0.435
C 4.054 -3.345 0.765  -1.231
C -2.545 -0.887 2.299  1.783
C 5.146 1.289 -0.699  0.350
C 4.931 3.074 1.415  -0.922
C -3.722 5.816 -1.293  -0.317
C -2.737 -1.801 -3.216  -1.682
C -3.849 -1.223 3.017  -1.947
C -2.326 -3.829 -1.809  -1.602
C 1.538 -3.024 -1.139  -0.334
C 6.266 1.729 -0.026  -0.450
C -2.809 -2.383 -1.803  1.479
C 6.173 2.628 1.034  -0.691
C -3.583 4.588 -1.925  -0.754
C 1.230 -4.038 1.716  -1.036
C -0.406 3.285 -0.381  0.817
C -1.674 -2.135 2.178  -1.182
C 3.770 2.627 0.774  0.664
C 2.508 3.267 1.092  -0.380
C -1.798 0.206 3.059  -1.503
C 3.845 1.717 -0.324  1.009
C -4.244 -2.318 -1.270  -1.526
C -2.787 6.215 -0.347  -0.593
C 4.503 -0.645 -1.973  -0.360
C -2.510 3.763 -1.624  -0.247
H -1.709 -1.835 -3.583  0.312
H -1.295 -3.877 -2.163  0.300
H 4.416 -2.969 1.723  0.296
H -2.399 2.795 -2.089  0.375
H -1.447 -2.524 3.171  0.629
H 1.543 -5.075 1.564  0.426
H 4.197 -4.429 0.726  0.374
H 0.512 -2.643 -1.148  -0.548
H -4.584 -1.284 -1.262  0.307
H -0.849 0.422 2.574  0.037
H -2.394 1.121 3.090  0.385
H 4.121 -1.030 -1.026  -0.214
H 1.376 -3.781 2.767  0.268
H -4.284 -2.703 -0.249  0.221
H -4.321 4.274 -2.653  0.378
H -0.976 5.682 0.695  0.446
H -4.465 -0.328 3.115  0.410
H -4.411 -1.961 2.441  0.370
H 0.165 -3.966 1.492  0.142
H -2.958 -4.434 -2.461  0.422
H 7.225 1.352 -0.356  0.407
H 3.661 -0.359 -2.602  0.223
H 1.519 -4.070 -1.459  0.442
H -0.735 -1.881 1.685  -0.163
H -4.903 -2.913 -1.904  0.526
H -2.361 -4.239 -0.797  0.345
H -2.189 -2.902 1.595  0.299
H -4.555 6.465 -1.536  0.365
H -2.887 7.175 0.145  0.378
H 2.514 4.287 1.478  0.355
H -3.060 -0.763 -3.188  0.293
H -3.638 -1.627 4.008  0.385
H 7.066 2.963 1.545  0.359
H 2.117 -2.450 -1.866  0.287
H -3.380 -2.374 -3.888  0.463
H 5.086 -1.419 -2.474  0.388
H 4.663 -2.885 -0.015  0.338
H 4.824 3.787 2.226  0.401
H -1.592 -0.128 4.077  0.450